# 1
Molecular formula: C9H10NO6Ru
Method: DFT, ωB97M-V with the def2-TZVPD basis set

Element x y z (Å)
O (0.979, 0.318, -5.710)
C (0.755, -0.278, -4.760)
Ru (-0.572, -1.656, -1.549)
O (-1.657, 0.618, -3.318)
C (-1.261, -0.226, -2.632)
C (-1.979, -1.844, -0.216)
O (-2.808, -1.963, 0.573)
C (0.786, -2.707, -0.584)
O (1.498, -3.303, 0.101)
C (-1.302, -3.072, -2.546)
O (-1.750, -3.953, -3.161)
H (0.888, -1.883, -2.381)
C (0.435, 2.091, 2.938)
N (0.858, 1.211, 1.851)
C (2.155, 0.566, 2.008)
C (0.074, 0.902, 0.813)
C (-1.253, 1.609, 0.707)
O (0.464, 0.030, -0.012)
H (1.251, 2.162, 3.656)
H (-0.457, 1.697, 3.454)
H (0.194, 3.102, 2.571)
H (2.168, -0.004, 2.948)
H (2.340, -0.092, 1.164)
H (2.937, 1.333, 2.076)
H (-1.690, 1.384, -0.275)
H (-1.941, 1.259, 1.495)
H (-1.111, 2.700, 0.790)

Computed properties:
- net charge = +3
- lowest unoccupied orbital energy (spin up / spin down) (eV) = -11.437 / -16.631
- multiplicity = 5

# 2
Molecular formula: C9H10NOP
Method: DFT, ωB97M-V with the def2-TZVPD basis set

Element x y z (Å)
C (-0.418, -2.796, -0.707)
C (0.233, -1.543, -0.299)
N (1.674, -1.377, -0.134)
P (1.992, 0.291, -0.085)
C (2.449, 0.539, 1.686)
O (2.965, 0.768, -1.074)
C (0.274, 0.815, -0.307)
C (-0.294, 2.090, -0.153)
C (-1.700, 2.150, -0.196)
C (-2.537, 1.052, -0.451)
C (-1.984, -0.257, -0.369)
C (-0.559, -0.345, -0.253)
H (-0.839, -2.444, -1.682)
H (-1.299, -3.123, -0.061)
H (0.433, -3.578, -0.938)
H (1.559, 0.282, 2.381)
H (3.240, -0.206, 1.926)
H (2.843, 1.587, 1.733)
H (0.380, 2.763, 0.131)
H (-2.270, 3.062, -0.088)
H (-3.493, 1.366, -0.514)
H (-2.648, -1.096, -0.546)

Computed properties:
- lowest unoccupied orbital energy (eV) = -0.733
- SMILES = CC1=N[P@@](C)(=O)c2ccccc21
- energy relative to the best compared isomer or geometry (same formula, charge and spin) (eV) = 0.390

# 3
Molecular formula: C9H10NOP
Method: DFT, ωB97M-V with the def2-TZVPD basis set

Element x y z (Å)
C (-2.602, 0.953, -0.518)
C (-1.900, 2.158, -0.427)
C (-1.916, -0.298, -0.560)
C (-0.507, 2.102, -0.211)
C (-0.596, -0.337, -0.364)
C (0.116, 0.874, -0.156)
C (0.277, -1.471, -0.327)
C (-0.117, -2.943, -0.475)
C (2.469, 0.749, 1.645)
N (1.569, -1.359, -0.138)
O (2.716, 0.852, -1.220)
P (1.895, 0.401, -0.132)
H (-3.645, 1.008, -0.571)
H (-2.492, 3.020, -0.398)
H (-2.541, -1.204, -0.681)
H (-0.089, 2.977, 0.122)
H (0.794, -3.514, -0.800)
H (-1.022, -2.969, -1.116)
H (-0.335, -3.325, 0.582)
H (2.003, 1.590, 2.058)
H (2.325, -0.120, 2.198)
H (3.600, 0.857, 1.488)

Computed properties:
- lowest unoccupied orbital energy (spin up / spin down) (eV) = 0.442 / -3.697
- multiplicity = 3
- energy relative to the best compared isomer or geometry (same formula, charge and spin) (eV) = 0.028

# 4
Molecular formula: C9H11AgBrCl3O4P
Method: DFT, ωB97M-V with the def2-TZVPD basis set

Element x y z (Å)
C (0.954, 3.447, 0.986)
C (1.196, 1.842, 0.794)
C (0.521, 1.494, -0.655)
Br (1.608, 2.231, -2.142)
C (0.224, -0.111, -0.795)
C (-1.167, -0.240, -0.003)
Cl (-1.103, -0.932, 1.714)
C (-2.411, 0.172, -0.568)
C (-3.802, 0.088, 0.254)
Cl (-2.479, 0.826, -2.267)
O (0.353, -0.667, -2.125)
C (1.693, -1.222, -2.283)
O (2.120, -1.896, -3.233)
O (2.393, -0.829, -1.060)
C (1.326, -1.076, -0.073)
P (1.048, -2.968, -0.356)
O (0.344, -3.695, 1.048)
Cl (2.980, -3.878, -0.488)
H (1.390, 3.801, 1.987)
H (1.426, 4.053, 0.137)
H (-0.185, 3.592, 0.925)
H (0.630, 1.272, 1.608)
H (2.320, 1.641, 0.785)
H (-0.471, 2.090, -0.656)
H (-3.588, 0.180, 1.390)
H (-4.361, 1.069, -0.013)
H (-4.410, -0.849, 0.018)
H (1.608, -0.847, 1.010)
H (1.070, -3.971, 1.664)
Ag (-1.227, -4.618, 2.398)

Computed properties:
- net charge = +1
- lowest unoccupied orbital energy (eV) = -6.333
- energy relative to the best compared isomer or geometry (same formula, charge and spin) (eV) = 2.270

# 5
Molecular formula: C9H11AuN3O3S
Method: DFT, ωB97M-V with the def2-TZVPD basis set

Element x y z (Å)
Au (0.859, -0.411, 0.191)
O (-0.239, 1.173, -1.436)
N (0.440, 1.172, -2.599)
C (-0.266, 1.651, -3.711)
C (0.360, 1.800, -4.922)
C (1.694, 1.443, -5.096)
C (2.361, 0.874, -3.956)
C (1.738, 0.745, -2.732)
S (2.593, 0.069, -1.338)
H (-1.295, 1.891, -3.501)
H (-0.228, 2.196, -5.747)
H (2.193, 1.545, -6.051)
H (3.379, 0.512, -4.025)
C (-1.910, 1.620, 3.333)
C (-0.823, 0.893, 2.587)
N (-0.186, 1.395, 1.603)
O (-0.695, 2.581, 1.064)
C (-0.509, -0.501, 2.948)
C (-0.865, -1.047, 4.293)
N (-0.036, -1.294, 2.009)
O (0.080, -2.547, 2.262)
H (-2.374, 2.357, 2.680)
H (-1.488, 2.147, 4.194)
H (-2.665, 0.927, 3.706)
H (-0.398, 2.465, 0.132)
H (-0.646, -0.326, 5.087)
H (-0.290, -1.959, 4.454)
H (-1.925, -1.323, 4.384)

Computed properties:
- net charge = -2
- lowest unoccupied orbital energy (spin up / spin down) (eV) = 5.438 / 5.432
- multiplicity = 2

# 6
Molecular formula: C9H11BrFN
Method: DFT, ωB97M-V with the def2-TZVPD basis set

Element x y z (Å)
C (-0.463, -0.959, -2.164)
C (0.118, 0.368, -2.307)
C (-0.924, -1.709, -1.097)
C (-1.107, -1.364, 0.205)
C (0.917, 1.182, -1.468)
C (1.369, -0.096, 0.537)
C (-0.889, -0.268, 1.001)
C (1.888, 0.218, 1.888)
C (-1.305, 1.186, 0.754)
N (1.266, 0.963, -0.237)
F (-2.625, 1.173, 0.453)
Br (-1.094, -0.791, 2.838)
H (-0.883, -1.386, -3.030)
H (-0.124, 0.785, -3.223)
H (-1.325, -2.695, -1.324)
H (-1.596, -2.122, 0.778)
H (1.229, 2.187, -1.860)
H (1.785, -1.078, -0.058)
H (2.338, -0.690, 2.400)
H (1.006, 0.595, 2.414)
H (2.652, 1.004, 1.906)
H (-0.953, 1.688, -0.143)
H (-1.279, 1.808, 1.738)

Computed properties:
- lowest unoccupied orbital energy (spin up / spin down) (eV) = 0.107 / -2.626
- multiplicity = 3

# 7
Molecular formula: C9H11BrN2O2
Method: DFT, ωB97M-V with the def2-TZVPD basis set

Element x y z (Å)
C (1.807, 0.857, -1.917)
O (1.985, 0.339, -0.742)
N (2.081, -1.323, -0.834)
Br (3.581, -1.918, -1.761)
C (0.936, -1.949, -1.262)
O (0.850, -2.923, -1.947)
N (-0.182, -1.332, -0.795)
C (-1.465, -1.934, -1.246)
C (-0.252, -0.481, 0.384)
C (0.216, -0.970, 1.616)
C (0.314, -0.130, 2.761)
C (-0.252, 1.191, 2.612)
C (-0.836, 1.520, 1.406)
C (-0.771, 0.777, 0.316)
H (1.824, 1.931, -1.779)
H (0.641, 0.793, -2.300)
H (2.551, 0.621, -2.606)
H (-1.257, -2.176, -2.266)
H (-1.792, -2.713, -0.639)
H (-2.171, -1.168, -1.110)
H (0.699, -1.963, 1.533)
H (0.856, -0.314, 3.624)
H (-0.120, 1.870, 3.421)
H (-1.211, 2.521, 1.245)
H (-0.950, 1.145, -0.663)

Computed properties:
- lowest unoccupied orbital energy (eV) = -0.334
- SMILES = CON(Br)C(=O)N(C)c1ccccc1
- energy relative to the best compared isomer or geometry (same formula, charge and spin) (eV) = 1.883

# 8
Molecular formula: C9H11Cl2N6O6Re
Method: DFT, ωB97M-V with the def2-TZVPD basis set

Element x y z (Å)
Re (13.426, 7.744, 3.827)
N (15.171, 8.834, 3.245)
N (16.264, 7.926, 3.472)
C (15.882, 6.704, 3.955)
N (16.703, 5.671, 3.770)
N (14.628, 6.603, 4.421)
N (13.276, 2.613, 4.131)
O (13.858, 1.668, 3.857)
O (13.187, 7.031, 2.282)
H (15.096, 9.187, 2.216)
H (15.389, 9.706, 3.777)
H (17.168, 8.100, 3.079)
H (17.614, 5.863, 3.415)
H (16.367, 4.759, 4.224)
O (12.266, 9.440, 3.373)
C (11.021, 9.409, 3.646)
C (10.237, 8.247, 3.848)
C (8.888, 8.445, 3.794)
C (8.036, 7.355, 3.871)
C (8.409, 6.014, 4.019)
C (9.778, 5.855, 4.196)
C (10.657, 6.927, 4.281)
O (11.871, 6.734, 4.703)
N (6.626, 7.707, 3.888)
O (6.350, 8.954, 4.182)
O (5.761, 6.808, 3.582)
H (10.460, 10.349, 3.607)
H (8.489, 9.438, 3.641)
H (7.694, 5.197, 3.906)
H (10.275, 4.898, 4.334)
Cl (13.715, 10.831, 5.476)
C (13.792, 12.172, 4.268)
Cl (15.447, 12.676, 3.742)
H (13.284, 12.941, 4.869)
H (13.181, 11.864, 3.397)

Computed properties:
- net charge = +3
- lowest unoccupied orbital energy (spin up / spin down) (eV) = -13.510 / -13.877
- multiplicity = 4
- energy relative to the best compared isomer or geometry (same formula, charge and spin) (eV) = 0.000

no.,E_tot (a.u.)
1,-948.62612
2,-820.27607
3,-820.17756
4,-5093.01712
5,-1273.22866
6,-3077.91303
7,-3183.39138
8,-2126.77728